No. 1
{
  "formula": "C3H4N4O",
  "method": "wB97M-V/def2-TZVPD",
  "species": ["O", "N", "C", "C", "C", "N", "N", "N", "H", "H", "H", "H"],
  "positions_angstrom": [[2.140, 1.830, -0.562], [1.768, 0.573, -1.008], [0.594, 0.242, -0.505], [-0.284, -1.047, -0.741], [-1.111, -1.278, 0.309], [-1.144, -0.361, 1.437], [-0.703, 1.085, 1.184], [0.174, 1.277, 0.414], [2.479, 1.986, -1.497], [-0.055, -1.918, -1.279], [-1.698, -2.220, 0.379], [-2.160, -0.168, 1.869]],
  "total_charge": 0,
  "orbital_gap_ha": 0.3360,
  "multiplicity": 1,
  "homo_energy_ev": -8.80
}



No. 2
{
  "formula": "C20H18AuN5O8S2",
  "method": "wB97M-V/def2-TZVPD",
  "species": ["Au", "O", "C", "O", "C", "C", "C", "C", "C", "C", "O", "N", "O", "O", "N", "O", "O", "H", "H", "S", "C", "N", "C", "C", "C", "C", "C", "C", "S", "H", "H", "H", "H", "C", "N", "C", "C", "C", "N", "C", "C", "O", "H", "H", "H", "H", "H", "H", "H", "H", "H", "H", "H", "H"],
  "positions_angstrom": [[7.163, 15.137, 6.578], [10.022, 12.271, 7.018], [9.406, 13.267, 7.381], [9.000, 14.202, 6.641], [9.335, 13.419, 8.921], [10.279, 12.808, 9.769], [10.225, 13.118, 11.117], [9.120, 13.565, 11.844], [8.100, 13.971, 10.976], [8.244, 14.182, 9.520], [7.402, 14.966, 8.964], [6.717, 13.888, 11.533], [5.701, 13.825, 10.830], [6.798, 13.994, 12.801], [11.290, 12.577, 11.921], [11.242, 12.728, 13.164], [12.256, 12.070, 11.313], [11.073, 12.178, 9.414], [9.081, 13.722, 12.936], [5.242, 16.179, 5.879], [5.945, 17.738, 6.208], [6.544, 17.995, 7.332], [6.859, 19.314, 7.463], [7.605, 19.896, 8.550], [7.991, 21.242, 8.466], [7.727, 21.964, 7.274], [6.886, 21.447, 6.255], [6.538, 20.108, 6.312], [5.717, 19.101, 5.147], [7.895, 19.255, 9.409], [8.412, 21.738, 9.308], [7.945, 23.020, 7.195], [6.622, 22.114, 5.333], [4.799, 6.579, 7.729], [5.891, 7.479, 7.801], [6.667, 7.869, 8.973], [7.742, 8.942, 8.728], [8.631, 8.713, 7.526], [7.676, 8.310, 6.435], [8.056, 8.838, 5.127], [6.309, 7.947, 6.563], [5.519, 8.093, 5.642], [3.922, 7.131, 7.321], [4.602, 6.006, 8.631], [5.033, 5.777, 6.978], [7.165, 7.037, 9.413], [6.019, 8.279, 9.712], [8.366, 8.924, 9.603], [7.260, 9.935, 8.696], [9.357, 7.907, 7.582], [9.209, 9.656, 7.271], [8.608, 8.051, 4.520], [8.684, 9.698, 5.199], [7.161, 8.972, 4.516]],
  "total_charge": 0,
  "orbital_gap_ha": [0.2469, 0.1579],
  "multiplicity": 3,
  "s_squared": 2.0902,
  "homo_energy_ev": [-8.28, -8.28]
}



No. 3
{
  "formula": "C6H12N2",
  "method": "wB97M-V/def2-TZVPD",
  "species": ["C", "C", "C", "N", "C", "N", "H", "H", "H", "H", "H", "H", "C", "C", "H", "H", "H", "H", "H", "H"],
  "positions_angstrom": [[-0.398, 0.310, -2.217], [-1.220, -0.112, -1.109], [-2.635, -0.003, -0.970], [-2.934, -0.700, 0.206], [-1.717, -0.974, 0.860], [-0.661, -0.519, 0.087], [-0.878, -0.003, -3.235], [0.474, -0.276, -2.300], [0.026, 1.359, -2.373], [-3.380, 0.461, -1.533], [-3.827, -0.961, 0.455], [-1.754, -1.555, 1.754], [2.502, 0.792, 1.935], [2.303, -0.061, 0.639], [1.476, 1.168, 2.121], [2.661, 0.210, 2.792], [3.080, 1.609, 1.804], [3.290, -0.492, 0.378], [1.950, 0.692, -0.015], [1.641, -0.946, 0.722]],
  "total_charge": 0,
  "orbital_gap_ha": 0.3415,
  "multiplicity": 1,
  "homo_energy_ev": -8.38
}



No. 4
{
  "formula": "C9H8",
  "method": "wB97M-V/def2-TZVPD",
  "species": ["C", "C", "C", "C", "C", "C", "C", "C", "C", "H", "H", "H", "H", "H", "H", "H", "H"],
  "positions_angstrom": [[1.241, -2.237, 0.040], [1.395, -1.024, -0.110], [1.303, 0.368, 0.027], [2.226, 1.319, -0.091], [-0.376, 1.005, 0.406], [-1.068, 0.025, 1.262], [-1.889, -0.727, 0.527], [-1.885, -0.217, -0.842], [-0.934, 0.708, -0.933], [0.881, -3.194, -0.260], [2.033, 2.307, -0.301], [3.283, 0.902, 0.005], [-0.025, 1.917, 0.835], [-0.772, 0.026, 2.231], [-2.536, -1.604, 0.642], [-2.397, -0.706, -1.558], [-0.480, 1.131, -1.881]],
  "total_charge": 0,
  "orbital_gap_ha": 0.3276,
  "multiplicity": 1,
  "homo_energy_ev": -8.46
}



No. 5
{
  "formula": "C14H32CdN6O6S",
  "method": "wB97M-V/def2-TZVPD",
  "species": ["O", "H", "Cd", "N", "N", "N", "N", "O", "O", "O", "O", "C", "C", "C", "C", "C", "H", "H", "H", "C", "H", "H", "H", "C", "C", "H", "H", "H", "H", "H", "H", "H", "H", "C", "H", "H", "H", "O", "H", "H", "C", "C", "N", "C", "S", "N", "C", "C", "H", "H", "H", "H", "H", "H", "H", "H", "H", "H", "H", "H"],
  "positions_angstrom": [[3.699, -2.993, -1.915], [4.292, -2.619, -2.614], [1.333, -1.937, -0.403], [0.091, -2.759, -1.971], [1.148, -0.409, -2.217], [0.960, -2.024, 1.858], [0.785, 0.257, 0.876], [-0.717, -3.659, -1.629], [0.600, -3.192, 2.275], [1.021, 1.477, 0.266], [1.241, 0.883, -2.190], [0.686, -0.966, -3.365], [0.096, -2.254, -3.238], [1.097, -1.032, 2.782], [1.130, 0.248, 2.216], [-0.532, -3.011, -4.343], [0.177, -3.761, -4.734], [-0.830, -2.341, -5.160], [-1.404, -3.543, -3.943], [0.653, -0.137, -4.598], [1.603, 0.395, -4.746], [-0.152, 0.613, -4.547], [0.465, -0.764, -5.471], [1.146, -1.289, 4.248], [1.339, 1.519, 2.916], [1.254, -2.363, 4.448], [0.221, -0.945, 4.743], [1.988, -0.752, 4.717], [1.445, 2.323, 2.183], [2.239, 1.466, 3.539], [0.502, 1.762, 3.587], [1.397, -3.938, 1.052], [1.108, 1.234, -0.746], [4.495, -1.232, -0.831], [5.204, -1.998, -0.551], [4.095, -0.540, -0.032], [4.500, -0.815, -1.837], [1.880, -3.981, 0.161], [3.238, -3.652, -2.484], [2.792, -4.244, 0.345], [-3.805, 2.611, 3.594], [-2.662, 2.601, 2.608], [-2.651, 1.296, 1.906], [-1.904, 1.117, 0.784], [-1.001, -0.370, 0.660], [-1.925, 2.016, -0.206], [-3.157, 2.744, -0.579], [-2.837, 4.157, -1.013], [-4.741, 2.302, 3.124], [-3.933, 3.622, 3.979], [-3.598, 1.953, 4.440], [-2.749, 3.386, 1.852], [-1.692, 2.731, 3.116], [-2.605, 0.493, 2.543], [-1.248, 1.858, -0.961], [-3.633, 2.188, -1.401], [-3.832, 2.715, 0.285], [-2.308, 4.168, -1.972], [-3.774, 4.703, -1.144], [-2.234, 4.683, -0.266]],
  "total_charge": 0,
  "orbital_gap_ha": [0.1595, 0.1485],
  "multiplicity": 1,
  "homo_energy_ev": [-5.25, -5.25]
}



ΔE to the lowest compared entry with this formula, charge and spin, respectively: 6.060 1.758 1.614 4.354 0.000 eV.